Computed, not measured: 6 unconnected molecules or ions with the total composition C3H16O6, with wB97M-V/def2-TZVPD.

Summary:
**HOMO**: -10.38 eV
**Multiplicity**: 1
**LUMO level**: 0.530 eV
**ΔE to the lowest compared entry with this formula, charge and spin**: 8.2 kcal/mol
**SMILES string**: CCC=O.O.O.O.O.O
**Charge**: 0
**Orbital gap**: 0.4009 Eh

Atoms and positions in Å:
H: -0.293 1.744 -0.438
O: 0.486 0.063 2.037
C: 2.270 -0.844 0.705
H: -0.082 2.194 -1.812
C: 0.873 -0.392 0.982
O: 0.390 2.199 -0.977
C: 2.960 -0.015 -0.386
H: -2.579 -0.556 2.913
O: -2.521 -2.173 -0.053
H: 2.049 -1.884 0.399
H: -1.206 -0.201 2.250
H: 1.530 1.192 -3.759
H: 0.150 -0.552 0.170
H: 2.213 0.599 -0.909
H: 0.643 0.464 -2.600
H: -2.863 -3.040 0.166
H: -2.379 0.196 0.258
H: 3.548 0.760 0.105
H: -2.367 0.704 -1.131
O: 0.705 0.769 -3.505
H: 3.458 -0.580 -1.165
H: -2.403 -1.649 0.771
H: 2.957 -1.023 1.532
O: -1.942 0.861 -0.290
O: -2.060 -0.681 2.109

Cartesian forces (eV/Å) of the 6 atoms listed first:
0.4 0.4 0.1
0.1 0.0 0.0
0.1 -1.4 -0.6
0.2 0.4 -0.6
0.4 0.3 0.9
-0.6 -0.6 0.5

Löwdin atomic charge list, values in e, 5 entries:
1 H 0.00
2 O 0.04
3 C -0.19
4 H 0.02
5 C -0.25